1.
C4H9FO2 as an isolated structure at a distorted geometry, computed with ωB97M-V/def2-TZVPD.

Structure (XYZ):
```
16
Properties=species:S:1:pos:R:3:forces:R:3:mulliken_charge:R:1
C 1.92211 -0.28735 -0.65606 -0.59 -1.39 -0.22 -0.433
C -0.05232 -0.16128 1.03541 -0.57 -1.36 0.54 -0.336
C -0.63544 1.26338 0.65372 -1.50 -1.13 1.82 -0.111
C -0.93277 -1.25631 0.37492 -0.61 -1.66 -2.00 -0.219
H 1.22724 0.40707 -1.55599 3.38 -1.99 2.89 0.263
H 2.95255 0.01755 -0.10681 -1.76 -0.41 -3.09 0.263
H 1.99667 -1.58304 -1.17332 -0.32 4.00 1.86 0.194
H -0.09911 -0.47717 2.22284 0.04 1.32 -2.78 0.261
H -0.18196 1.94823 1.49430 -0.77 -0.62 -2.37 0.293
H -1.82954 1.09815 0.94602 2.73 1.04 -1.17 0.212
H -0.27165 0.62460 -1.16938 -0.95 3.06 0.98 0.228
H -1.93504 -1.36423 0.74051 -0.72 1.32 0.51 0.327
H -0.81962 -2.47162 0.38919 1.41 3.02 -0.64 0.268
O 1.30804 -0.19568 0.69435 0.10 -0.72 -0.63 -0.330
O -0.34166 1.58856 -0.76768 -0.28 -2.34 2.11 -0.508
F -1.17557 -0.74369 -1.07206 0.41 -2.14 2.19 -0.372
```
Forces are in eV/Å.

Calculated values
Frontier orbital gap = 0.37591 hartree
HOMO energy = -9.54 eV
Electronic energy = -407.93281 Eh
2S+1 = 1
Net charge = 0

---

2.
A 2-piece molecular cluster, C4H9I2N overall at a distorted geometry, computed with ωB97M-V/def2-TZVPD.

Structure (XYZ):
```
16
Properties=species:S:1:pos:R:3:forces:R:3:mulliken_charge:R:1
C -0.76745 -1.53462 -0.38846 -1.68 2.76 -2.77 -1.199
C 0.40268 -0.85378 1.67383 -1.32 -0.19 3.60 -0.603
C 0.34714 -0.94723 0.25276 1.23 2.32 0.74 -0.017
C -0.26224 1.35778 -0.44047 2.90 1.13 0.19 -0.391
N 0.64189 1.37698 -1.36893 -1.61 -0.26 0.01 -0.660
I -0.22253 2.65869 1.40453 -0.03 -0.46 -0.97 -0.038
I 0.37889 2.66959 -3.42483 -0.19 0.18 -0.26 -0.105
H -0.74586 -2.56744 -0.38210 -0.26 -2.34 0.09 0.402
H -0.74892 -1.15908 -1.45102 -0.28 -0.77 0.70 0.305
H -1.68999 -1.10326 0.06158 0.31 -0.81 -0.12 0.360
H 0.31327 0.24547 2.01717 0.58 -1.53 -0.30 -0.050
H 1.34497 -1.30249 2.05461 -0.42 0.50 0.09 0.280
H -0.49627 -1.36480 2.24262 1.70 0.74 -1.26 0.247
H 1.19752 -0.48686 -0.22332 0.10 -0.90 -0.49 0.509
H -1.24174 1.24497 -0.75950 -1.90 -0.58 -0.18 0.568
H 1.54865 1.76607 -1.26848 0.87 0.22 0.92 0.391
```
Forces are in eV/Å.

Calculated values
Frontier orbital gap (alpha / beta) = 0.21884 / 0.26741 hartree
HOMO energy (alpha / beta) = -7.73 / -8.21 eV
Electronic energy = -807.78905 Eh
2S+1 = 1
Net charge = 0

---

3.
An isolated ion of composition C4H9I2N2 and charge +1 at a distorted geometry, computed with ωB97M-V/def2-TZVPD.

Structure (XYZ):
```
17
Properties=species:S:1:pos:R:3:forces:R:3:mulliken_charge:R:1
C 1.35560 0.53791 0.19652 -2.88 2.88 0.13 -1.670
C 0.26468 -0.44488 0.43656 -0.19 2.15 3.24 0.186
N -0.76642 0.19232 1.27440 -2.64 -0.25 -2.82 -0.125
C -2.02049 0.49848 0.47876 3.40 -2.49 0.32 -0.559
I -2.10941 2.27213 -0.75786 -0.03 -0.15 0.36 0.129
C -1.94340 -0.73586 -0.48171 0.44 -0.17 3.85 -0.877
I -2.35700 -2.64897 0.57907 0.01 0.88 -0.47 0.205
N -0.53793 -0.82415 -0.83705 3.71 -2.21 1.51 -0.161
H 1.72084 1.11169 1.01883 -0.17 -0.47 1.66 0.404
H 1.06902 1.42518 -0.35708 -0.58 -0.10 -0.92 0.367
H 2.17309 0.17192 -0.19042 4.34 -2.28 -2.45 0.516
H 0.73960 -1.21726 1.05025 -0.70 -0.98 -0.87 0.186
H -0.66982 0.73656 2.10530 0.93 0.12 0.18 0.212
H -2.71868 0.37455 1.25969 -1.77 0.56 0.04 0.603
H -2.53340 -0.77376 -1.29317 -2.07 0.22 -2.82 0.721
H -0.21652 -1.83285 -1.08687 -0.90 2.08 0.11 0.416
H -0.09479 -0.14070 -1.44836 -0.91 0.19 -1.03 0.448
```
Forces are in eV/Å.

Calculated values
Frontier orbital gap = 0.32948 hartree
HOMO energy = -13.13 eV
Electronic energy = -862.38996 Eh
SMILES = C[C@H]1N[C@@H](I)[C@H](I)[NH2+]1
2S+1 = 1
Net charge = +1

---

4.
An isolated ion of composition C4H9IN and charge +1 at a distorted geometry, computed with ωB97M-V/def2-TZVPD.

Structure (XYZ):
```
15
Properties=species:S:1:pos:R:3:forces:R:3:mulliken_charge:R:1
C -1.22130 0.27546 0.46745 -1.31 -2.88 0.02 -1.349
C 0.07439 -0.42215 0.07181 -0.55 0.12 -2.68 0.677
C 0.92436 0.27654 -0.69906 2.98 -5.00 1.57 -0.522
N 0.59974 1.51234 -1.20054 -3.08 1.69 -3.80 -0.214
C 0.46019 -1.77802 0.70569 -3.32 3.46 1.57 -1.259
I -1.24787 -2.89105 1.57820 0.55 -0.52 -0.94 0.136
H -0.88359 0.70154 1.33556 0.41 1.63 2.65 0.534
H -1.92574 -0.53093 0.85765 0.52 1.32 -0.93 0.086
H -1.79704 1.07161 -0.04335 0.69 -0.67 -0.51 0.439
H 1.95235 -0.11525 -0.90539 -1.08 0.58 0.01 0.329
H 1.13564 1.84655 -2.04475 -0.59 -0.87 0.74 0.397
H 0.69936 2.26132 -0.55738 -0.34 1.14 1.10 0.321
H -0.46110 1.33448 -1.49988 2.43 1.54 0.62 0.458
H 0.42530 -1.22133 1.67127 2.24 -1.29 0.25 0.428
H 1.26532 -2.32111 0.26271 0.47 -0.24 0.32 0.539
```
Forces are in eV/Å.

Calculated values
Frontier orbital gap = 0.32660 hartree
HOMO energy = -12.69 eV
Electronic energy = -509.90072 Eh
SMILES = C/C(=C\[NH3+])CI
2S+1 = 1
Net charge = +1

---

5.
C4H9IN2 as an isolated structure at a distorted geometry, computed with ωB97M-V/def2-TZVPD.

Structure (XYZ):
```
16
Properties=species:S:1:pos:R:3:forces:R:3:mulliken_charge:R:1
C 0.94812 0.31505 -0.15684 1.78 -0.32 -1.23 0.723
C 1.05870 0.58842 1.28450 -0.99 -2.09 2.02 -1.064
C 1.72995 1.39549 -1.01064 -0.18 -0.11 2.92 -1.151
C -2.37601 -2.02188 0.02642 -0.90 1.03 2.20 -0.103
N 0.35334 -0.74282 -0.56647 0.86 0.27 -1.85 -0.529
N -3.34843 -1.32353 -0.34647 -0.14 1.29 -0.83 -0.472
I -3.39795 0.64286 0.45032 -0.03 -0.78 -0.07 0.000
H 2.06671 0.93820 1.59187 -0.70 -0.31 -0.19 0.323
H 0.32524 1.34855 1.47160 -0.24 0.81 0.50 0.302
H 0.67630 -0.34640 1.91330 1.12 1.94 -1.28 0.245
H 1.36479 2.40560 -0.67051 0.50 -0.92 -0.48 0.275
H 1.44582 1.19681 -1.96800 -0.68 -0.04 -2.95 0.404
H 2.85251 1.35905 -0.96689 -1.12 -0.16 0.42 0.299
H 0.46950 -0.93231 -1.63011 -0.38 0.90 2.09 0.198
H -1.83782 -1.84304 0.94557 0.82 0.32 -0.21 0.217
H -2.33076 -2.98006 -0.36766 0.29 -1.83 -1.07 0.332
```
Forces are in eV/Å.

Calculated values
Frontier orbital gap = 0.33677 hartree
HOMO energy = -9.21 eV
Electronic energy = -564.92466 Eh
2S+1 = 1
Net charge = 0

---

6.
A 2-piece molecular cluster, C4H9INO2S overall at a distorted geometry, computed with ωB97M-V/def2-TZVPD.

Structure (XYZ):
```
18
Properties=species:S:1:pos:R:3:forces:R:3:mulliken_charge:R:1
C -0.20753 2.05719 -1.50557 3.79 -2.46 2.10 -0.501
C -1.38186 -0.15677 -0.19236 3.15 0.04 -0.64 -0.785
C 0.72641 -1.08492 0.78033 1.43 -0.22 2.38 -1.128
C 0.83662 1.07449 -0.02468 -1.54 2.65 -3.49 -0.761
N -0.07934 0.13834 0.63621 -1.11 -0.95 -0.25 -0.002
O 0.36819 2.77789 -3.92715 0.83 -0.39 0.18 -0.433
O 1.35307 0.59933 -3.04222 0.02 1.02 0.00 -0.453
S 0.74293 1.89189 -2.87112 -2.04 -0.43 0.43 0.954
I 1.64481 2.42303 1.38319 -0.02 -0.21 -0.42 0.288
H -0.34012 3.02010 -1.09672 -0.38 1.26 -0.01 0.392
H -0.88193 -0.84014 -0.86714 -0.83 -0.40 -0.65 0.357
H -2.18495 -0.63612 0.31227 -0.45 0.05 0.83 0.343
H -1.47613 0.75503 -0.75723 -1.18 0.14 0.15 0.500
H 1.67056 -0.77986 1.22342 0.23 0.19 0.04 0.443
H 0.30492 -1.65761 1.55340 -0.91 -1.04 0.86 0.433
H 1.01431 -1.75370 -0.00289 -0.71 0.36 -1.41 0.409
H 1.56315 0.52756 -0.65281 -0.33 0.40 0.68 0.509
H -0.29446 0.45739 1.60097 0.04 0.00 -0.77 0.435
```
Forces are in eV/Å.

Calculated values
Frontier orbital gap (alpha / beta) = 0.31728 / 0.31726 hartree
HOMO energy (alpha / beta) = -13.67 / -13.67 eV
Electronic energy = -1058.46690 Eh
2S+1 = 1
Net charge = +1